DFT (ωB97M-V/def2-TZVPD) results for C14H18AuN4O2SbSe4 as an isolated structure.

Cartesian coordinates (Å):
Au (-0.05320, 0.53897, -1.18217)
N (-1.83246, -1.16304, -2.15317)
C (-2.79052, -0.10626, -2.48045)
C (-2.89642, 1.00315, -1.42170)
O (-3.98543, 1.44696, -1.10803)
O (-1.79935, 1.50515, -0.91224)
H (-1.49490, -1.65596, -2.97722)
H (-2.21456, -1.85471, -1.51960)
H (-3.80276, -0.46424, -2.68078)
H (-2.41646, 0.38778, -3.38263)
N (2.73523, -0.01846, -2.19540)
N (1.69428, -0.55165, -1.38815)
H (3.42930, -0.72603, -2.41614)
H (3.14201, 0.80227, -1.76760)
H (2.00866, -0.81915, -0.45480)
H (1.37094, -1.38181, -1.93716)
C (-3.45410, -0.36623, 3.15687)
C (-2.49300, 0.54252, 3.58267)
C (-1.32174, 0.72162, 2.86916)
C (-1.06646, -0.01849, 1.70627)
C (-2.03782, -0.93591, 1.29594)
C (-3.21666, -1.09802, 2.00173)
N (0.08065, 0.17498, 0.94595)
C (1.27639, 0.37381, 1.59561)
C (1.59871, -0.29755, 2.79547)
C (2.83184, -0.14088, 3.39635)
C (3.80657, 0.68182, 2.83925)
C (3.50288, 1.36091, 1.66809)
C (2.26373, 1.22492, 1.06412)
H (-4.38173, -0.48315, 3.70282)
H (-2.67039, 1.14056, 4.46949)
H (-0.58978, 1.45005, 3.19577)
H (-1.85271, -1.50495, 0.39526)
H (-3.95834, -1.80155, 1.64202)
H (0.85944, -0.95231, 3.23894)
H (3.04378, -0.68398, 4.31080)
H (4.77611, 0.79035, 3.30809)
H (4.23351, 2.02576, 1.22158)
H (2.02626, 1.79915, 0.17595)
Se (3.48677, 0.43423, -5.51427)
Sb (1.20689, -0.27700, -4.99408)
Se (0.22506, 1.54649, -3.36311)
Se (1.12141, -2.51946, -3.91184)
Se (-0.39166, -0.13066, -6.81763)

Output
HOMO-LUMO gap = 5.7 eV
total charge = -2
energy relative to the best compared isomer or geometry (same formula, charge and spin) = 0.0 kcal per mole
E = -296483.446 eV